Below is a single C6H12O molecule, with properties calculated with ωB97M-V with the def2-TZVPD basis set.

Each line ends with the natural charge from an NBO analysis.
CARTESIAN COORDINATES (ANGSTROEM)
C: -1.89 -0.98 -0.66  -0.60
C: -0.77 -0.02 -0.25  -0.25
C: -1.29 1.13 0.61  -0.60
C: 0.30 -0.75 0.53  0.07
O: 1.21 -1.58 -0.17  -0.50
C: 1.72 -0.41 0.47  0.06
C: 2.29 0.66 -0.43  -0.64
H: -2.66 -0.46 -1.24  0.21
H: -1.49 -1.80 -1.27  0.22
H: -2.37 -1.42 0.22  0.20
H: -0.33 0.39 -1.16  0.20
H: -1.59 0.77 1.60  0.20
H: -2.17 1.60 0.16  0.21
H: -0.53 1.90 0.75  0.21
H: -0.07 -1.19 1.46  0.18
H: 2.31 -0.63 1.36  0.18
H: 1.85 0.60 -1.42  0.22
H: 3.37 0.54 -0.53  0.22
H: 2.10 1.66 -0.02  0.21

Computed properties:
Charge ... 0
Kohn-Sham gap ... 0.4103 Ha
Strongest force on any atom ... 0.33 eV/A
Energy above the lowest of the compared OMol25 structures with the same formula, charge and spin ... 107.04 kJ/mol
Structure (SMILES) ... CC(C)[C@H]1O[C@H]1C

---

Below is a molecular structure, C41H62BFIN5O3P2Re in a non-equilibrium geometry, with properties calculated with ωB97M-V with the def2-TZVPD basis set.

Each line ends with the Mulliken charge.
CARTESIAN COORDINATES (ANGSTROEM)
Re: -0.36 -2.12 0.28  0.13
C: -0.67 -6.03 -1.95  -1.65
C: -1.15 -4.74 -2.62  1.88
C: -2.58 -4.43 -2.14  -1.53
C: -1.16 -5.00 -4.14  -1.62
P: -0.12 -3.23 -2.13  0.34
C: -0.90 -1.93 -3.23  -0.90
N: -1.87 -1.27 -2.41  0.39
B: -1.76 -1.15 -1.00  0.57
N: -2.84 -0.32 -0.59  0.49
C: -3.01 0.13 0.76  -1.43
P: -2.25 -1.20 1.83  0.56
C: -1.57 -0.30 3.34  2.37
C: -1.25 -1.34 4.42  -2.02
C: -0.27 0.37 2.91  -2.27
C: -2.54 0.76 3.88  -1.70
C: -3.79 -2.22 2.25  2.25
C: -4.80 -1.37 3.05  -1.72
C: -4.41 -2.63 0.91  -2.28
C: -3.50 -3.50 3.06  -1.78
C: -3.64 -0.04 -1.70  0.50
C: -4.85 0.63 -1.81  -0.96
C: -5.44 0.70 -3.06  -0.83
C: -4.85 0.12 -4.17  -0.77
C: -3.63 -0.55 -4.07  -1.12
C: -3.03 -0.63 -2.83  0.49
C: 1.68 -3.39 -2.62  2.53
C: 2.36 -4.28 -1.58  -1.33
C: 1.86 -3.99 -4.02  -1.84
C: 2.28 -1.99 -2.57  -2.47
H: -1.27 -6.86 -2.33  0.52
H: -0.78 -6.00 -0.87  0.06
H: 0.37 -6.25 -2.18  0.38
H: -3.17 -5.35 -2.14  0.71
H: -3.08 -3.70 -2.78  0.29
H: -2.58 -4.04 -1.12  -0.16
H: -2.10 -5.50 -4.39  0.51
H: -0.35 -5.66 -4.43  0.39
H: -1.10 -4.10 -4.76  0.20
H: -1.36 -2.38 -4.10  0.30
H: -0.12 -1.24 -3.56  0.16
H: -4.07 0.28 0.99  0.65
H: -2.49 1.07 0.93  0.14
H: -0.65 -2.16 4.03  0.33
H: -2.16 -1.74 4.87  0.38
H: -0.67 -0.86 5.22  0.49
H: 0.45 -0.38 2.56  0.40
H: 0.17 0.88 3.76  0.74
H: -0.43 1.10 2.11  0.32
H: -3.35 0.32 4.44  0.37
H: -2.96 1.38 3.08  0.25
H: -1.98 1.42 4.55  0.53
H: -4.91 -0.35 2.70  0.26
H: -4.55 -1.35 4.11  0.33
H: -5.78 -1.85 2.96  0.53
H: -4.88 -1.79 0.39  0.28
H: -5.18 -3.38 1.09  0.72
H: -3.66 -3.07 0.25  0.39
H: -2.74 -3.37 3.82  0.26
H: -3.20 -4.31 2.41  0.35
H: -4.42 -3.80 3.56  0.52
H: -5.33 1.08 -0.95  0.47
H: -6.39 1.21 -3.16  0.43
H: -5.34 0.18 -5.13  0.42
H: -3.18 -0.99 -4.95  0.47
H: 1.91 -5.28 -1.53  0.19
H: 2.31 -3.85 -0.58  -0.03
H: 3.41 -4.40 -1.83  0.54
H: 1.62 -5.05 -4.04  0.29
H: 2.91 -3.87 -4.30  0.54
H: 1.25 -3.47 -4.77  0.32
H: 1.95 -1.43 -1.69  0.62
H: 2.03 -1.40 -3.46  0.43
H: 3.37 -2.07 -2.53  0.60
F: 0.00 4.92 -0.08  -0.39
C: 1.10 4.12 -0.01  0.63
C: 0.91 2.77 -0.04  -1.00
C: 1.97 1.88 0.13  0.49
C: 1.73 0.44 0.18  -0.03
O: 0.60 0.00 -0.09  0.58
C: 2.88 -0.33 0.51  0.23
C: 4.11 0.25 0.61  -0.31
N: 4.34 1.57 0.49  0.42
C: 5.69 2.09 0.54  -0.44
C: 6.15 2.84 1.76  -0.34
C: 6.69 1.47 1.47  -1.01
C: 3.26 2.42 0.30  -0.45
C: 3.44 3.81 0.25  -0.76
C: 2.38 4.70 0.14  -0.09
N: 2.61 6.08 0.12  0.05
C: 1.63 7.07 -0.28  -0.99
C: 0.90 7.65 0.93  -0.58
N: 1.93 8.26 1.84  -0.09
C: 2.98 7.27 2.24  -0.76
C: 3.62 6.68 0.97  -0.69
C: 2.83 -1.82 0.79  -0.09
O: 3.87 -2.43 0.87  -0.71
O: 1.65 -2.31 0.98  -0.36
H: -0.09 2.38 -0.20  0.49
H: 4.95 -0.40 0.79  0.87
H: 6.04 2.43 -0.42  0.48
H: 5.46 2.93 2.59  0.21
H: 6.80 3.70 1.63  0.30
H: 6.37 0.66 2.11  0.33
H: 7.70 1.36 1.11  0.28
H: 4.44 4.19 0.29  0.95
H: 0.91 6.66 -0.98  0.50
H: 2.16 7.88 -0.80  0.38
H: 0.39 6.86 1.48  0.41
H: 0.18 8.41 0.64  0.36
H: 1.48 8.65 2.67  0.35
H: 2.38 9.04 1.35  0.38
H: 2.49 6.48 2.81  0.35
H: 3.72 7.76 2.86  0.45
H: 4.37 5.97 1.28  0.34
H: 4.13 7.48 0.41  0.33
I: -0.60 -4.51 1.39  -0.23

Computed properties:
Charge ... +2
Kohn-Sham gap (spin up / spin down) ... 0.2172 / 0.2344 Ha
Strongest force on any atom ... 2.53 eV/A
Energy above the lowest of the compared OMol25 structures with the same formula, charge and spin ... 70.70 kJ/mol
Multiplicity ... 2

---

Below is a molecular structure, C10H12NO in a non-equilibrium geometry, with properties calculated with ωB97M-V with the def2-TZVPD basis set.

Each line ends with the natural charge from an NBO analysis.
CARTESIAN COORDINATES (ANGSTROEM)
C: 1.87 -0.53 2.04  -0.23
C: 1.59 0.83 2.35  -0.06
C: 1.33 -1.16 0.95  -0.08
C: 0.61 1.42 1.62  -0.24
C: 0.29 -0.58 0.16  -0.33
C: -0.13 0.75 0.62  0.22
C: -0.35 -1.37 -0.73  0.58
C: -1.32 1.38 0.05  -0.49
C: -1.09 1.90 -1.36  -0.25
C: -0.22 -2.75 -1.23  -0.75
N: -0.66 0.72 -2.13  -0.22
O: -1.34 -0.35 -1.93  -0.31
H: 2.38 -1.22 2.67  0.25
H: 1.98 1.38 3.23  0.26
H: 1.45 -2.19 0.82  0.22
H: 0.35 2.52 1.78  0.25
H: -2.20 0.59 0.00  0.26
H: -1.68 2.15 0.70  0.25
H: -2.07 2.28 -1.67  0.24
H: -0.43 2.80 -1.54  0.24
H: -0.41 -2.63 -2.28  0.29
H: -0.99 -3.29 -0.82  0.28
H: 0.71 -3.33 -1.06  0.26
H: 0.32 0.66 -2.25  0.36

Computed properties:
Charge ... +1
Kohn-Sham gap (spin up / spin down) ... 0.2373 / 0.2372 Ha
Strongest force on any atom ... 4.59 eV/A
Energy above the lowest of the compared OMol25 structures with the same formula, charge and spin ... 485.93 kJ/mol

---

Below is a molecular structure, C35H61N14O4S2Sm in a non-equilibrium geometry, with properties calculated with ωB97M-V with the def2-TZVPD basis set.

Each line ends with the Mulliken charge.
CARTESIAN COORDINATES (ANGSTROEM)
Sm: 0.00 0.01 0.19  0.04
C: -3.67 -4.75 -0.27  -1.05
N: -4.20 -3.45 0.08  0.65
C: -5.48 -3.49 0.74  -1.22
C: -3.49 -2.25 -0.07  -0.41
N: -2.30 -2.04 0.39  0.44
C: -1.78 -3.06 1.28  -0.79
C: -0.80 -2.56 2.34  -1.53
N: 0.39 -1.82 1.90  1.27
C: 0.95 -1.19 3.11  -1.34
C: 0.26 0.13 3.48  -0.41
N: 0.89 1.18 2.71  0.28
C: 1.11 2.31 3.30  -0.02
N: 0.49 2.71 4.47  0.47
C: -0.94 2.72 4.64  -0.68
C: 1.24 3.33 5.54  -1.18
N: 2.08 3.16 2.85  0.68
C: 1.93 4.59 2.88  -1.25
C: 3.30 2.69 2.25  -1.15
C: 1.43 -2.69 1.34  -1.74
C: 1.22 -3.28 -0.06  -0.34
N: 1.04 -2.29 -1.12  0.68
C: 1.55 -2.60 -2.27  -0.67
N: 1.55 -1.74 -3.32  0.92
C: 1.69 -0.30 -3.22  -1.03
C: 1.61 -2.20 -4.69  -1.26
N: 2.13 -3.84 -2.53  0.54
C: 1.39 -5.08 -2.47  -0.91
C: 3.43 -3.94 -3.15  -1.20
N: -4.16 -1.31 -0.79  0.62
C: -5.26 -1.66 -1.67  -1.34
C: -4.02 0.11 -0.60  0.06
H: -4.43 -5.29 -0.85  0.33
H: -3.43 -5.36 0.60  0.31
H: -2.79 -4.64 -0.90  0.24
H: -5.40 -4.05 1.68  0.35
H: -6.23 -3.99 0.13  0.34
H: -5.81 -2.48 0.98  0.32
H: -1.31 -3.85 0.69  0.07
H: -2.60 -3.54 1.84  0.66
H: -0.49 -3.45 2.92  0.25
H: -1.37 -1.91 3.01  0.45
H: 2.00 -0.94 2.92  0.40
H: 0.92 -1.90 3.95  0.19
H: 0.37 0.30 4.56  0.73
H: -0.82 0.08 3.25  -0.04
H: -1.42 2.29 3.76  -0.07
H: -1.31 3.74 4.75  0.32
H: -1.24 2.14 5.52  0.27
H: 2.30 3.17 5.37  0.35
H: 0.97 2.84 6.48  0.35
H: 1.05 4.40 5.64  0.34
H: 2.09 4.98 1.88  0.37
H: 2.67 5.06 3.55  0.31
H: 0.93 4.86 3.20  0.34
H: 3.25 1.61 2.12  0.07
H: 4.15 2.94 2.90  0.37
H: 3.46 3.16 1.28  0.40
H: 1.62 -3.53 2.02  0.35
H: 2.35 -2.09 1.28  0.45
H: 0.36 -3.96 -0.06  -0.04
H: 2.11 -3.89 -0.26  0.52
H: 2.73 -0.01 -3.39  0.32
H: 1.39 0.03 -2.22  0.04
H: 1.07 0.19 -3.96  0.42
H: 2.57 -2.00 -5.16  0.38
H: 0.85 -1.66 -5.27  0.31
H: 1.39 -3.26 -4.76  0.33
H: 0.39 -4.90 -2.09  0.17
H: 1.89 -5.81 -1.83  0.28
H: 1.31 -5.52 -3.48  0.38
H: 3.91 -2.97 -3.15  0.30
H: 3.38 -4.32 -4.18  0.35
H: 4.05 -4.63 -2.57  0.38
H: -5.26 -2.72 -1.89  0.37
H: -5.14 -1.10 -2.61  0.35
H: -6.23 -1.38 -1.24  0.37
H: -3.17 0.30 0.05  -0.77
H: -4.93 0.51 -0.13  0.49
H: -3.88 0.63 -1.55  0.23
N: 3.72 2.09 -1.52  -0.40
C: 2.63 1.76 -0.78  0.74
S: 2.76 0.21 0.00  -0.74
N: 1.68 2.63 -0.72  -1.58
N: 0.49 2.34 -0.08  1.71
C: -0.21 3.39 0.22  -1.00
C: -1.49 3.39 0.88  1.13
C: -2.11 4.62 1.12  -0.67
C: -3.33 4.73 1.76  -0.97
C: -3.96 3.57 2.20  -0.70
C: -3.39 2.34 1.99  0.07
C: -2.15 2.19 1.33  -0.80
O: -1.67 1.00 1.14  0.36
H: 4.55 1.55 -1.36  0.25
H: 3.77 3.01 -1.91  0.24
H: 0.19 4.37 -0.04  0.39
H: -1.61 5.52 0.79  0.46
H: -3.79 5.69 1.91  0.42
H: -4.92 3.63 2.69  0.44
H: -3.88 1.44 2.34  0.47
N: -1.26 -0.62 -2.07  0.51
C: -1.41 0.32 -3.17  -0.31
C: -1.11 1.65 -2.94  0.46
C: -1.14 2.56 -3.99  -0.86
C: -1.51 2.13 -5.25  -0.21
C: -1.86 0.81 -5.47  -1.03
C: -1.81 -0.10 -4.43  -0.61
S: -1.15 3.14 -6.71  1.25
O: -1.18 4.52 -6.27  -0.70
O: -2.16 2.76 -7.69  -0.69
O: 0.19 2.61 -6.98  -0.67
H: -2.20 -0.91 -1.76  -0.29
H: -0.84 -1.47 -2.45  0.27
H: -0.82 1.96 -1.94  0.28
H: -0.87 3.60 -3.86  0.62
H: -2.15 0.54 -6.47  0.47
H: -2.06 -1.14 -4.60  0.58

Computed properties:
Charge ... 0
Kohn-Sham gap ... 0.2570 Ha
Strongest force on any atom ... 1.48 eV/A
Multiplicity ... 6

---

Below is a molecular structure, C5H20N10O5Tl in a non-equilibrium geometry, with properties calculated with ωB97M-V with the def2-TZVPD basis set.

Each line ends with the Mulliken charge.
CARTESIAN COORDINATES (ANGSTROEM)
Tl: 0.42 1.39 0.19  1.20
C: 2.47 0.29 -1.70  1.12
O: 1.66 0.58 -0.91  -0.71
N: 2.30 -0.53 -2.69  -0.33
N: 3.70 0.71 -1.72  -0.42
H: 1.44 -1.07 -2.64  0.19
H: 2.94 -0.68 -3.45  0.24
H: 4.12 1.36 -1.07  0.21
H: 4.42 0.38 -2.35  0.19
C: -2.06 -0.09 0.89  0.75
O: -1.10 0.62 0.96  -0.47
N: -3.12 0.04 1.61  -0.36
N: -2.19 -1.13 0.10  -0.34
H: -3.02 0.76 2.32  0.29
H: -3.91 -0.48 1.27  0.21
H: -1.38 -1.18 -0.51  -0.04
H: -3.12 -1.40 -0.17  0.25
C: 0.29 0.16 2.98  0.85
O: 0.46 1.04 2.07  -0.61
N: -0.22 0.32 4.19  -0.37
N: 0.70 -1.10 2.83  -0.25
H: -0.42 1.25 4.52  0.29
H: -0.51 -0.49 4.71  0.20
H: 1.13 -1.38 1.96  0.27
H: 0.55 -1.83 3.51  0.26
C: 1.18 -1.50 0.19  -0.14
O: 0.53 -0.49 0.47  -0.61
N: 2.47 -1.61 0.52  -0.29
N: 0.62 -2.54 -0.36  -0.10
H: 2.99 -2.43 0.23  0.24
H: 2.76 -0.71 0.87  0.32
H: 1.25 -3.29 -0.60  0.28
H: -0.29 -2.31 -0.73  0.25
C: -1.82 1.99 -1.83  0.68
O: -1.05 1.48 -0.97  -0.39
N: -1.96 3.28 -2.01  -0.39
N: -2.56 1.25 -2.64  -0.33
H: -1.65 3.88 -1.25  0.24
H: -2.57 3.62 -2.74  0.21
H: -2.55 0.24 -2.53  0.19
H: -2.93 1.61 -3.50  0.23

Computed properties:
Charge ... +3
Kohn-Sham gap ... 0.3134 Ha
Strongest force on any atom ... 12.92 eV/A
Energy above the lowest of the compared OMol25 structures with the same formula, charge and spin ... 1104.93 kJ/mol

---

Below is a single C26H33N3O3 molecule, with properties calculated with ωB97M-V with the def2-TZVPD basis set.

Each line ends with the natural charge from an NBO analysis.
CARTESIAN COORDINATES (ANGSTROEM)
C: 0.34 9.79 -1.44  -0.71
C: -0.10 8.41 -1.89  0.69
O: -0.51 8.21 -3.01  -0.63
N: -0.04 7.42 -0.97  -0.45
C: 0.55 7.48 0.35  -0.22
H: 0.81 8.51 0.62  0.22
C: 1.79 6.59 0.40  -0.24
N: 1.46 5.24 0.01  -0.44
C: 1.39 4.27 0.97  0.68
O: 1.63 4.51 2.14  -0.62
C: 1.06 2.90 0.50  -0.18
C: 1.79 2.26 -0.49  -0.18
C: 1.51 0.96 -0.85  -0.27
C: 0.48 0.25 -0.22  0.40
C: -0.25 0.88 0.79  -0.33
C: 0.05 2.19 1.15  -0.14
H: -0.50 2.66 1.94  0.22
H: -1.04 0.37 1.31  0.22
O: 0.28 -1.01 -0.68  -0.51
C: -0.70 -1.84 -0.08  0.10
C: -0.22 -2.44 1.24  -0.44
C: -1.25 -3.44 1.75  -0.22
N: -1.46 -4.49 0.78  -0.46
C: -1.98 -3.95 -0.46  -0.21
C: -0.98 -2.98 -1.06  -0.41
H: -0.04 -3.50 -1.26  0.22
H: -1.36 -2.58 -2.00  0.22
H: -2.15 -4.78 -1.15  0.21
H: -2.95 -3.44 -0.30  0.16
C: -2.20 -5.62 1.31  -0.20
H: -2.95 -5.30 2.05  0.18
C: -1.25 -6.64 1.95  -0.44
C: -0.33 -7.20 0.90  0.08
C: -0.65 -8.38 0.24  -0.25
C: 0.17 -8.86 -0.77  -0.21
C: 1.31 -8.17 -1.14  -0.23
C: 1.63 -6.99 -0.48  -0.20
C: 0.81 -6.51 0.53  -0.23
H: 1.06 -5.59 1.03  0.21
H: 2.51 -6.44 -0.77  0.21
H: 1.94 -8.54 -1.92  0.21
H: -0.09 -9.79 -1.27  0.21
H: -1.54 -8.93 0.52  0.21
H: -0.66 -6.16 2.73  0.21
H: -1.84 -7.44 2.40  0.21
H: -2.73 -6.11 0.49  0.20
H: -0.88 -3.89 2.68  0.21
H: -2.19 -2.91 1.98  0.16
H: 0.73 -2.96 1.05  0.21
H: -0.04 -1.67 1.98  0.22
H: -1.63 -1.27 0.08  0.17
H: 2.08 0.45 -1.61  0.22
H: 2.61 2.78 -0.98  0.22
C: 0.85 5.16 -1.30  -0.23
H: 0.57 4.14 -1.53  0.23
C: -0.39 6.07 -1.35  -0.24
H: -0.80 6.10 -2.36  0.26
H: -1.15 5.68 -0.66  0.19
H: 1.58 5.51 -2.04  0.20
H: 2.19 6.55 1.42  0.25
H: 2.55 6.97 -0.29  0.19
H: -0.18 7.11 1.08  0.20
H: 0.18 10.48 -2.26  0.25
H: -0.24 10.12 -0.58  0.23
H: 1.40 9.79 -1.18  0.22

Computed properties:
Charge ... 0
Kohn-Sham gap ... 0.3420 Ha
Strongest force on any atom ... 0.52 eV/A
Energy above the lowest of the compared OMol25 structures with the same formula, charge and spin ... 92.02 kJ/mol
Structure (SMILES) ... CC(=O)N1CCN(C(=O)c2ccc(OC3CCN(CCc4ccccc4)CC3)cc2)CC1